Below is a cluster of 3 separate species, C21H39INO8 in total, with properties calculated with ωB97M-V/def2-TZVPD.

XYZ file:
```
70
Properties=species:S:1:pos:R:3:forces:R:3:mulliken_charge:R:1
I -0.116 3.977 -4.558 0.11 -0.13 -0.14 0.142
O 0.986 3.373 1.118 -0.21 -0.16 -0.01 -0.544
O 2.707 3.377 -0.307 -0.06 -0.12 -0.24 -0.342
O 3.042 -0.269 4.460 0.04 0.12 -0.02 -0.520
O 0.913 -1.851 -1.308 0.03 -0.02 -0.19 -0.549
O 2.375 -2.328 5.103 -0.03 0.04 0.06 -0.364
O 2.647 4.888 1.306 0.05 0.01 0.04 -0.368
O 1.762 -1.548 3.121 -0.05 0.00 -0.26 -0.135
O -5.439 -0.853 -0.596 0.08 0.13 0.19 -0.335
N 0.676 0.909 -0.626 0.31 0.08 -0.12 0.919
C -2.904 -3.054 -1.148 -0.13 0.15 -0.12 -1.060
C 1.135 -1.501 0.034 0.18 0.06 0.22 -0.142
C 2.015 3.856 0.756 0.33 0.08 -0.03 0.584
C -0.007 1.345 -3.056 0.28 0.08 0.04 -0.906
C 4.990 3.559 -1.153 -0.12 -0.19 0.02 -1.425
C 2.457 -1.280 4.264 -0.06 -0.19 0.05 0.522
C 0.659 0.405 -2.042 -0.24 -0.18 0.05 -0.452
C 1.418 -0.018 0.295 -0.15 0.06 0.26 -0.896
C -5.228 -2.242 -0.424 -0.01 0.11 -0.24 -0.613
C 3.792 4.297 -0.616 0.13 0.05 0.02 0.413
C 0.022 -0.981 -1.992 -0.12 0.04 -0.01 -0.013
C -2.352 -1.987 -2.092 -0.02 -0.16 0.09 -1.127
C -3.770 -2.464 -0.031 0.05 -0.17 0.00 -0.571
C -0.915 3.369 -1.752 0.23 -0.25 -0.03 -1.185
C 1.416 -2.940 3.122 0.06 0.10 0.05 -0.554
C 0.123 2.840 -2.752 -0.38 0.10 0.13 -0.225
C 3.973 4.964 0.737 0.01 -0.04 0.00 -0.532
C -6.800 -0.463 -0.692 0.09 -0.06 -0.02 -0.766
C -1.399 -0.987 -1.414 -0.10 0.23 -0.23 -0.437
C 1.768 -4.679 4.965 0.14 0.05 0.11 -1.454
C 1.396 -3.265 4.605 -0.01 -0.10 -0.05 0.427
H 4.813 3.208 -2.169 0.00 0.03 0.00 0.371
H 1.620 -4.863 6.027 -0.01 0.01 0.00 0.368
H 0.461 -3.070 2.619 -0.05 -0.02 0.09 0.381
H -5.909 -2.637 0.333 -0.03 0.03 0.11 0.520
H -1.370 -1.180 -0.343 0.08 -0.03 0.09 0.068
H -1.052 4.439 -1.858 -0.04 0.09 0.02 0.498
H 4.288 6.001 0.678 -0.12 0.05 0.02 0.334
H -0.019 -1.347 -3.016 0.12 -0.07 -0.06 0.717
H -0.268 1.086 -0.286 -0.12 -0.08 0.00 0.538
H 1.151 -5.383 4.406 -0.03 0.00 0.00 0.373
H 2.817 -4.864 4.733 -0.02 -0.01 -0.08 0.372
H 2.471 0.234 0.217 0.08 -0.04 -0.26 0.322
H -3.718 -3.099 0.852 -0.05 -0.08 0.02 0.426
H 5.857 4.217 -1.169 0.01 0.03 -0.01 0.420
H 4.653 4.406 1.383 0.00 -0.01 -0.01 0.320
H 0.486 1.129 -4.002 0.00 -0.05 -0.05 0.566
H 2.194 -3.490 2.586 -0.01 -0.09 0.06 0.279
H -0.615 3.207 -0.718 0.03 -0.07 0.13 0.228
H -7.469 -1.283 -0.432 -0.06 -0.06 -0.01 0.360
H -1.822 0.016 -1.514 -0.05 0.03 0.03 0.476
H 1.708 0.256 -2.294 0.11 0.14 0.00 0.476
H 1.154 1.813 -0.587 -0.08 0.17 0.16 -0.548
H -6.981 0.356 0.001 0.01 0.09 0.01 0.224
H 1.108 0.220 1.309 0.09 0.08 0.05 0.725
H -3.392 -1.487 0.267 0.05 0.04 0.14 0.247
H 2.023 -2.044 0.345 0.00 -0.09 0.05 0.370
H -2.091 -3.661 -0.747 0.12 0.07 0.09 0.422
H 5.216 2.694 -0.527 0.06 0.07 0.07 0.336
H -7.022 -0.129 -1.704 -0.07 -0.01 -0.09 0.258
H -1.838 -2.475 -2.920 0.02 -0.03 -0.07 0.460
H 0.433 -2.989 5.043 -0.01 0.02 -0.02 0.300
H -1.055 1.084 -3.198 -0.12 0.06 0.07 0.439
H -1.873 2.878 -1.916 -0.13 0.08 -0.07 0.347
H 1.135 3.064 -2.422 0.09 0.12 -0.04 0.142
H -3.197 -1.449 -2.524 -0.03 0.07 -0.04 0.389
H 3.412 5.009 -1.352 -0.06 0.01 0.04 0.265
H -3.519 -3.729 -1.744 0.03 -0.17 0.03 0.484
H 0.320 -1.827 0.681 -0.19 -0.02 -0.10 -0.068
H -5.449 -2.762 -1.364 -0.07 -0.10 -0.03 0.299
```
Positions in Å, forces in eV/Å.

E_HOMO in hartree: -0.4308
Charge: +1
DFT total energy in eV: -48374.620
Orbital gap in eV: 9.590

=====

Below is the ion C7H10NO4 with charge -1 in a non-equilibrium geometry, with properties calculated with ωB97M-V/def2-TZVPD.

XYZ file:
```
22
Properties=species:S:1:pos:R:3:forces:R:3:mulliken_charge:R:1
O 2.342 2.224 0.132 -0.11 0.00 0.55 -0.655
O 0.927 -2.146 0.952 -0.84 -1.13 0.46 -0.737
O 3.470 0.642 -0.827 0.47 1.10 0.10 -0.532
O 2.481 -1.922 -0.648 -0.31 1.00 0.08 -0.865
N 0.668 0.489 1.632 -0.25 1.24 -2.28 -0.856
C 1.625 -1.493 0.179 0.78 0.40 0.05 0.750
C -1.221 -0.165 0.103 1.07 -1.27 -3.33 0.718
C 1.460 0.019 0.405 -2.60 1.84 0.60 0.639
C 2.463 1.031 -0.050 -0.70 0.95 -0.31 0.445
C -0.155 0.798 0.423 4.79 -1.32 0.10 -0.792
C -1.420 -0.121 -1.539 -0.50 1.92 1.30 -1.330
C -2.453 0.147 0.848 -1.13 1.69 -1.70 -1.558
H -0.838 -1.194 0.296 -0.30 0.73 0.19 0.401
H -0.080 1.800 -0.072 -0.13 -0.87 0.88 0.444
H -2.127 0.833 -1.738 1.63 -2.14 -0.01 0.286
H -3.249 -0.470 0.523 -0.99 -0.90 -0.40 0.439
H -2.754 1.178 0.501 0.09 -0.66 0.97 0.309
H 3.420 -0.289 -0.975 -0.37 -2.28 -0.13 0.404
H -1.883 -1.039 -1.906 -0.29 0.19 0.12 0.381
H -2.402 0.027 1.894 0.36 0.28 1.32 0.338
H 0.147 -0.312 1.947 0.58 -0.96 0.54 0.468
H -0.422 -0.037 -2.080 -1.25 0.18 0.89 0.304
```
Positions in Å, forces in eV/Å.

E_HOMO in hartree: -0.1846
Charge: -1
DFT total energy in eV: -17101.934
Energy relative to the best compared isomer or geometry (same formula, charge and spin) in eV: 0.520
Orbital gap in eV: 8.454

=====

Question: What is the charge in the first record?
Answer: +1

=====

Question: Which of these has the lowest orbital gap?
Answer: C7H10NO4

=====

Question: charge of number 1 (C21H39INO8)?
Answer: +1